(1)
Below is the molecule C4H10NO2P in a non-equilibrium geometry, with properties calculated with ωB97M-V/def2-TZVPD.

Results
Gap between HOMO and LUMO (eV): 8.23
2S+1: 1

Cartesian coordinates (Å):
C 1.675 0.379 -0.120
C 1.493 -0.280 1.333
C 0.128 2.283 -0.087
C -2.463 -2.025 -0.996
N 0.538 1.019 -0.620
O 0.279 -0.927 1.402
O -1.153 -1.784 -0.470
P -1.005 -0.485 0.530
H 2.526 1.002 -0.138
H 2.030 -0.297 -0.945
H 2.457 -0.973 1.416
H 1.381 0.465 2.105
H 0.233 2.243 1.046
H 0.972 3.026 -0.291
H -0.990 2.512 -0.501
H -3.007 -2.691 -0.477
H -2.104 -2.426 -1.950
H -2.990 -1.041 -1.238

Atomic forces in eV per Å
C 0.0 -1.2 -0.1
C 3.1 0.2 -1.8
C 0.0 0.4 1.0
C 2.4 3.5 -3.8
N -3.4 -2.1 -0.1
O -1.6 -1.4 -0.6
O 0.3 1.1 1.9
P 2.0 0.7 -1.6
H 1.2 1.5 0.8
H -0.7 -0.6 1.2
H -2.4 1.1 0.5
H 1.1 0.5 0.2
H -1.1 0.4 -0.7
H -1.5 -0.3 -0.5
H 3.0 0.0 1.2
H -1.8 -2.1 2.1
H -1.2 -0.3 -0.2
H 0.4 -1.4 0.6

=====

(2)
Below is the molecule C3H5B in a non-equilibrium geometry, with properties calculated with ωB97M-V/def2-TZVPD.

Results
SMILES: [H]/B=C/C=C
Gap between HOMO and LUMO (eV): 8.68
2S+1: 1

Cartesian coordinates (Å):
H -1.999 1.981 -1.230
B -1.548 1.124 -0.802
C -1.062 0.052 -0.027
C 0.128 -0.642 0.484
C 1.354 -0.270 0.118
H -2.027 -0.563 -0.136
H 0.001 -1.543 1.136
H 1.687 0.423 -0.672
H 2.176 -0.876 0.636

Atomic forces in eV per Å
H -1.9 3.1 -1.8
B 2.9 -4.3 3.2
C -1.6 0.2 -1.6
C -0.6 0.3 -0.4
C 2.0 -1.7 1.0
H 0.7 0.4 0.4
H 0.1 1.2 -0.4
H -0.6 -0.1 0.7
H -0.9 1.1 -1.0

=====

(3)
Below is a structure of composition C24H29N4PPtSe2Si in a non-equilibrium geometry, with properties calculated with ωB97M-V/def2-TZVPD.

Results
Gap between HOMO and LUMO (eV): 7.01
2S+1: 1

Cartesian coordinates (Å):
Pt 0.269 1.177 -0.733
Se -1.293 1.509 1.231
P -0.260 -0.299 1.980
Se 1.597 -0.974 1.099
C 0.045 -0.081 3.763
C 0.252 -1.191 4.578
C 0.615 -1.014 5.903
C 0.809 0.265 6.408
C 0.634 1.370 5.589
C 0.245 1.200 4.269
C -1.484 -1.627 1.757
C -2.326 -2.059 2.775
C -3.263 -3.049 2.511
C -3.362 -3.596 1.242
C -2.536 -3.144 0.220
C -1.600 -2.157 0.473
H 0.149 -2.189 4.171
H 0.764 -1.876 6.540
H 1.101 0.402 7.441
H 0.811 2.366 5.973
H 0.091 2.056 3.624
H -2.255 -1.618 3.760
H -3.915 -3.393 3.304
H -4.090 -4.374 1.047
H -2.613 -3.566 -0.774
H -0.958 -1.781 -0.316
C 4.118 0.670 -2.082
C 2.953 -0.007 -2.743
C 3.154 -0.908 -3.776
C 2.053 -1.570 -4.320
C 0.788 -1.301 -3.854
C 0.641 -0.333 -2.844
N 1.727 0.275 -2.302
N -0.513 0.086 -2.298
Si -2.063 0.258 -3.067
C -1.863 0.631 -4.907
C -3.097 -1.313 -2.873
C -2.968 1.660 -2.181
H 4.998 0.632 -2.720
H 4.360 0.153 -1.149
H 3.885 1.712 -1.865
H 4.156 -1.089 -4.137
H 2.199 -2.305 -5.102
H -0.080 -1.827 -4.226
H -1.384 -0.196 -5.435
H -1.262 1.526 -5.080
H -2.844 0.791 -5.360
H -2.574 -2.206 -3.221
H -4.029 -1.230 -3.438
H -3.356 -1.459 -1.822
H -2.264 2.297 -1.649
H -3.669 1.252 -1.449
H -3.538 2.290 -2.868
N 2.765 2.113 0.624
C 3.444 2.988 1.375
C 2.693 4.144 1.421
C 1.550 3.858 0.668
N 1.621 2.631 0.170
H 2.948 1.133 0.457
H 4.391 2.739 1.823
H 2.937 5.062 1.925
H 0.698 4.485 0.465

Atomic forces in eV per Å
Pt 1.8 1.0 -1.2
Se 0.6 -0.1 -1.0
P 0.3 -0.4 0.2
Se -0.2 -0.1 0.2
C -0.1 0.1 -0.2
C 0.0 0.0 0.0
C 0.0 -0.1 0.0
C 0.0 0.1 0.0
C 0.0 0.0 0.0
C -0.1 0.0 0.0
C 0.1 0.1 0.0
C 0.0 0.1 -0.1
C 0.0 0.0 0.1
C 0.0 0.0 0.0
C 0.1 0.0 0.0
C 0.0 0.0 0.1
H 0.0 0.0 0.0
H 0.0 0.0 0.0
H 0.0 0.0 0.0
H 0.0 0.0 0.0
H 0.0 0.0 0.0
H 0.0 0.0 0.0
H 0.0 0.0 0.0
H 0.0 0.0 0.0
H 0.0 0.0 0.0
H 0.0 -0.1 0.0
C -0.1 0.0 0.0
C 0.4 0.0 0.1
C 0.0 0.1 0.1
C -0.1 0.0 0.0
C 0.1 -0.1 -0.1
C 0.0 -0.1 -0.1
N -1.2 0.5 0.4
N -0.5 0.0 0.8
Si -0.5 0.0 0.2
C 0.1 -0.1 0.2
C 0.1 0.2 -0.1
C 0.0 -0.2 -0.2
H 0.0 0.0 0.0
H 0.0 0.1 0.0
H 0.0 0.0 0.0
H 0.0 0.0 0.0
H 0.0 0.0 0.0
H 0.0 0.0 0.0
H 0.0 0.0 0.0
H 0.0 0.0 0.0
H 0.0 0.0 0.0
H 0.0 0.0 0.0
H 0.0 0.0 0.0
H 0.0 0.0 0.0
H 0.0 0.0 0.0
H 0.0 0.0 0.0
H 0.0 -0.1 -0.1
N 0.4 0.3 0.0
C -0.1 0.1 0.0
C 0.0 0.0 0.0
C 0.0 0.2 -0.2
N -0.7 -1.1 0.5
H -0.1 -0.2 0.1
H 0.0 -0.1 0.0
H 0.0 0.0 0.0
H 0.0 -0.1 0.0

=====

(4)
Below is the molecule C2H3FS2 in a non-equilibrium geometry, with properties calculated with ωB97M-V/def2-TZVPD.

Results
SMILES: FCC(=S)S
Gap between HOMO and LUMO (eV): 8.58
2S+1: 1

Cartesian coordinates (Å):
F -1.951 -0.828 -0.137
C -0.685 -1.212 0.117
C 0.341 -0.102 0.011
S 1.945 -0.279 -0.033
S -0.652 1.331 0.023
H -0.538 -2.049 -0.562
H -0.841 -1.710 1.163
H 0.317 2.262 0.016

Atomic forces in eV per Å
F -1.7 1.2 -0.7
C 0.3 -3.0 2.0
C -1.0 0.1 0.4
S -0.3 -0.1 0.0
S 0.4 0.8 -0.1
H 0.8 0.1 -0.1
H 1.4 1.1 -1.4
H 0.2 -0.2 0.0

=====

(5)
Below is the molecule C4H7NO2 in a non-equilibrium geometry, with properties calculated with ωB97M-V/def2-TZVPD.

Results
SMILES: O=C1CNC[C@@H]1O
Gap between HOMO and LUMO (eV): 10.63
2S+1: 1

Cartesian coordinates (Å):
O 0.504 -2.214 -0.132
C 0.065 -1.113 0.097
C -1.297 -0.610 -0.268
N -1.277 0.831 0.037
C 0.157 1.249 -0.010
C 0.888 0.061 0.627
O 2.246 -0.052 0.310
H -1.401 -0.746 -1.366
H -2.168 -1.068 0.207
H -1.702 1.002 -0.847
H 0.340 2.197 0.516
H 0.500 1.364 -1.046
H 0.731 0.097 1.719
H 2.415 -0.997 0.156

Atomic forces in eV per Å
O 0.1 0.3 0.2
C 0.2 -0.6 0.0
C -0.1 -0.4 0.1
N 0.3 -0.4 -0.2
C 0.0 -0.1 -0.2
C -0.4 0.0 0.0
O -0.1 -0.1 0.0
H 0.1 -0.4 0.4
H 0.4 -0.4 0.1
H -0.5 2.3 -0.3
H -0.3 -0.4 -0.1
H 0.2 0.0 0.1
H 0.0 0.0 -0.1
H 0.0 0.2 0.0

=====

(6)
Below is a structure of composition C2H4N2S in a non-equilibrium geometry, with properties calculated with ωB97M-V/def2-TZVPD.

Results
Gap between HOMO and LUMO (eV): 8.47
2S+1: 1

Cartesian coordinates (Å):
C 0.626 0.175 -0.634
C 0.175 0.563 0.877
N -0.292 -0.926 -0.609
N -1.297 0.627 0.936
S -0.760 -0.977 0.829
H 0.280 0.986 -1.272
H 1.684 -0.169 -0.673
H 0.738 0.920 1.764
H -1.154 -1.200 -1.217

Atomic forces in eV per Å
C -0.1 1.2 1.4
C -1.8 -0.2 0.5
N -0.5 -3.8 -8.1
N 1.7 -0.6 0.5
S -1.9 1.9 7.3
H 0.7 0.0 -0.3
H -0.8 0.4 -0.5
H 0.0 -0.4 -1.0
H 2.7 1.4 0.3